{
  "formula": "C12H18As2F13O9Pt",
  "method": "ωB97M-V/def2-TZVPD",
  "gap_ev": [10.6016, 6.4306],
  "energy_ha": -7034.26419,
  "multiplicity": 4,
  "elements": ["Pt", "As", "F", "F", "F", "F", "F", "F", "As", "F", "F", "F", "F", "F", "F", "F", "C", "C", "C", "O", "C", "O", "O", "H", "H", "H", "H", "H", "H", "C", "C", "C", "O", "C", "O", "O", "H", "H", "H", "H", "H", "H", "C", "C", "C", "O", "C", "O", "O", "H", "H", "H", "H", "H", "H"],
  "positions_angstrom": [[-26.300, -4.249, 7.227], [-29.848, -2.636, 6.970], [-29.414, -1.545, 5.639], [-30.294, -4.003, 5.925], [-30.207, -3.706, 8.416], [-29.514, -1.311, 8.119], [-31.491, -2.024, 6.865], [-28.218, -3.251, 7.158], [-22.624, -4.800, 6.434], [-23.077, -5.482, 4.838], [-24.451, -4.836, 6.718], [-22.428, -4.171, 8.159], [-20.807, -4.869, 5.985], [-22.647, -3.100, 5.926], [-22.521, -6.542, 7.052], [-27.218, -6.149, 6.662], [-26.322, -5.349, 13.594], [-26.710, -6.112, 12.242], [-27.782, -5.388, 11.463], [-27.247, -5.174, 10.226], [-25.927, -5.613, 10.139], [-25.106, -5.374, 9.214], [-25.573, -6.142, 11.318], [-27.105, -4.797, 14.114], [-25.528, -4.627, 13.400], [-25.823, -5.993, 14.319], [-26.979, -7.138, 12.495], [-28.167, -4.439, 11.835], [-28.491, -6.202, 11.309], [-21.918, 0.190, 7.147], [-23.410, 0.489, 7.496], [-24.256, 0.794, 6.343], [-24.990, -0.357, 6.367], [-24.832, -1.147, 7.366], [-25.297, -2.287, 7.558], [-24.012, -0.618, 8.144], [-21.627, -0.503, 6.359], [-21.365, -0.254, 7.975], [-21.482, 1.169, 6.948], [-23.548, 1.385, 8.101], [-23.695, 0.958, 5.422], [-24.924, 1.654, 6.384], [-23.776, -3.638, 1.095], [-25.088, -4.157, 1.851], [-25.015, -5.556, 2.351], [-25.376, -5.599, 3.685], [-25.692, -4.317, 3.962], [-26.128, -3.900, 5.051], [-25.344, -3.507, 2.944], [-23.740, -2.613, 0.727], [-23.513, -4.224, 0.214], [-22.948, -3.683, 1.803], [-25.913, -4.047, 1.147], [-24.027, -5.985, 2.183], [-25.576, -6.255, 1.730]]
}


{
  "formula": "C12H18B3F12K3O9",
  "method": "ωB97M-V/def2-TZVPD",
  "de_lowest_ev": 0.043,
  "gap_ev": [8.4860, 1.9990],
  "energy_ha": -4218.49370,
  "charge": 1,
  "multiplicity": 2,
  "elements": ["K", "K", "K", "B", "F", "F", "F", "F", "B", "F", "F", "F", "F", "B", "F", "F", "F", "F", "C", "C", "C", "O", "C", "O", "O", "H", "H", "H", "H", "H", "H", "C", "C", "C", "O", "C", "O", "O", "H", "H", "H", "H", "H", "H", "C", "C", "C", "O", "C", "O", "O", "H", "H", "H", "H", "H", "H"],
  "positions_angstrom": [[1.557, 0.299, -2.803], [-2.845, -1.572, 1.639], [2.133, -2.145, 1.279], [3.347, -1.890, -1.757], [2.900, -0.901, -0.899], [2.233, -2.553, -2.203], [4.054, -1.177, -2.691], [4.125, -2.826, -1.100], [-0.267, -2.468, 3.566], [-1.120, -3.340, 3.021], [-0.147, -1.374, 2.753], [-0.773, -2.038, 4.744], [0.929, -3.157, 3.613], [-0.543, -0.135, -0.383], [-1.651, 0.495, 0.156], [0.530, 0.690, -0.280], [-0.411, -1.354, 0.187], [-0.730, -0.427, -1.741], [-2.110, -3.135, -2.782], [-0.951, -3.509, -3.603], [-0.287, -4.837, -3.247], [-0.866, -5.595, -4.340], [-1.570, -4.910, -5.260], [-2.250, -5.318, -6.211], [-1.501, -3.687, -4.902], [-1.657, -3.093, -1.791], [-2.913, -3.860, -2.917], [-2.533, -2.186, -3.110], [-0.213, -2.709, -3.669], [-0.444, -5.051, -2.190], [0.799, -4.753, -3.297], [2.162, 2.177, 2.179], [3.599, 2.442, 1.706], [3.714, 2.405, 0.195], [4.324, 3.635, -0.161], [4.594, 4.411, 0.964], [5.163, 5.532, 1.027], [4.070, 3.751, 2.035], [1.716, 1.261, 1.792], [1.515, 3.021, 1.941], [2.245, 1.965, 3.245], [4.370, 1.741, 2.024], [2.731, 2.370, -0.274], [4.350, 1.533, 0.041], [-1.570, 3.742, 1.931], [-2.964, 3.202, 2.351], [-4.197, 3.955, 1.705], [-4.807, 3.010, 0.908], [-4.382, 1.773, 1.242], [-4.915, 0.770, 0.921], [-3.246, 1.937, 1.951], [-1.302, 4.744, 2.267], [-1.521, 3.676, 0.844], [-0.782, 3.120, 2.355], [-3.022, 3.275, 3.437], [-3.766, 4.776, 1.132], [-4.904, 4.290, 2.464]]
}


{
  "formula": "C12H18BiClIN2OPS",
  "method": "ωB97M-V/def2-TZVPD",
  "de_lowest_ev": 0.000,
  "gap_ev": [2.6859, 2.6306],
  "energy_ha": -2364.21335,
  "charge": 2,
  "elements": ["C", "I", "H", "H", "H", "Bi", "P", "C", "C", "H", "H", "H", "C", "H", "H", "H", "H", "H", "H", "C", "O", "Cl", "N", "C", "N", "C", "C", "C", "C", "C", "C", "S", "H", "H", "H", "H", "H", "H"],
  "positions_angstrom": [[-0.614, 0.666, 0.229], [-3.483, 0.862, -0.817], [-0.420, 1.083, 1.220], [-1.262, -0.198, 0.293], [-0.942, 1.441, -0.456], [1.489, 0.005, -0.668], [1.028, 2.287, -2.178], [-0.572, 3.158, -2.218], [2.188, 3.625, -1.732], [2.245, 1.405, -4.078], [1.388, 2.936, -4.477], [0.475, 1.393, -4.356], [1.316, 1.974, -3.951], [3.161, 3.198, -1.456], [2.301, 4.303, -2.592], [-0.492, 4.007, -2.916], [-0.813, 3.532, -1.214], [1.793, 4.184, -0.870], [-1.371, 2.468, -2.530], [-4.717, 1.296, 1.283], [-5.391, 1.365, 2.195], [2.930, 1.369, 0.880], [3.104, -1.300, 2.465], [1.942, -1.947, 2.297], [1.132, -1.797, 1.249], [-0.012, -2.607, 1.367], [-1.099, -2.706, 0.480], [-2.170, -3.553, 0.782], [-2.165, -4.312, 1.962], [-1.081, -4.225, 2.848], [-0.013, -3.391, 2.539], [1.447, -3.132, 3.483], [3.615, -1.480, 3.322], [3.243, -0.406, 1.976], [-1.110, -2.123, -0.441], [-3.021, -3.639, 0.096], [-3.012, -4.960, 2.199], [-1.037, -4.780, 3.784]]
}


{
  "formula": "C12H18Br15NO4",
  "method": "ωB97M-V/def2-TZVPD",
  "de_lowest_ev": 2.396,
  "gap_ev": 9.7698,
  "energy_ha": -39433.79217,
  "elements": ["C", "C", "O", "C", "O", "C", "O", "O", "C", "C", "C", "N", "H", "H", "H", "H", "H", "H", "H", "H", "H", "H", "H", "H", "H", "C", "Br", "Br", "Br", "H", "C", "Br", "Br", "Br", "H", "C", "Br", "Br", "Br", "H", "C", "Br", "Br", "Br", "H", "C", "Br", "Br", "Br", "H"],
  "positions_angstrom": [[2.558, -1.869, 1.684], [3.650, -0.828, 1.069], [2.980, -0.212, -0.076], [3.676, 0.960, -0.537], [2.999, 2.219, -0.292], [2.735, 2.451, 1.082], [3.290, 3.450, 1.614], [1.856, 1.696, 1.905], [0.497, 2.221, 1.787], [-0.287, 1.552, 0.542], [-0.410, -0.040, 0.347], [-0.879, 2.366, -0.332], [2.073, -1.447, 2.634], [1.754, -2.056, 0.877], [3.068, -2.874, 1.854], [4.629, -1.346, 0.775], [3.825, -0.027, 1.863], [3.752, 0.859, -1.684], [4.764, 0.934, -0.153], [-0.070, 1.888, 2.733], [0.441, 3.359, 1.735], [-1.346, -0.221, -0.300], [0.481, -0.491, -0.217], [-0.547, -0.577, 1.345], [-1.341, 1.789, -1.073], [-4.928, 1.409, -1.072], [-6.057, 0.194, -2.075], [-3.905, 0.498, 0.294], [-3.781, 2.454, -2.234], [-5.588, 2.107, -0.560], [1.554, 0.448, -4.637], [0.687, 1.474, -3.237], [1.396, 1.309, -6.368], [3.401, 0.051, -4.196], [1.031, -0.504, -4.706], [-9.548, 2.508, -3.702], [-7.703, 2.971, -3.330], [-9.980, 0.719, -3.089], [-10.780, 3.829, -2.994], [-9.665, 2.511, -4.784], [0.863, -1.239, 5.851], [1.167, 0.030, 4.415], [-0.221, -2.739, 5.267], [2.526, -1.822, 6.660], [0.298, -0.719, 6.622], [3.004, -5.946, -0.336], [4.551, -6.303, 0.778], [1.377, -5.816, 0.711], [3.267, -4.383, -1.454], [2.888, -6.799, -1.003]]
}


{
  "formula": "C12H18BrFN",
  "method": "ωB97M-V/def2-TZVPD",
  "de_lowest_ev": 0.347,
  "gap_ev": 8.2341,
  "energy_ha": -3196.29094,
  "charge": 1,
  "elements": ["C", "C", "C", "C", "C", "C", "C", "C", "C", "C", "C", "C", "N", "F", "Br", "H", "H", "H", "H", "H", "H", "H", "H", "H", "H", "H", "H", "H", "H", "H", "H", "H", "H"],
  "positions_angstrom": [[-2.313, -1.830, 2.726], [-1.330, -2.583, 2.228], [-2.301, -0.354, 2.327], [-0.467, -2.152, 1.103], [-1.399, 0.155, 1.469], [-0.418, -0.669, 0.725], [0.412, 0.705, -3.443], [-0.462, 2.793, -2.404], [2.165, -0.808, 2.378], [0.336, -0.328, -0.356], [-0.328, 1.329, -2.183], [2.826, -0.172, 1.438], [0.546, 1.036, -0.919], [2.515, 1.072, 1.209], [4.134, -0.853, 0.155], [-3.150, -2.111, 3.269], [-1.126, -3.475, 2.602], [-3.185, 0.304, 2.620], [-1.061, -2.681, 0.296], [-1.328, 1.239, 1.336], [-0.188, 1.091, -4.278], [1.414, 1.164, -3.635], [0.487, -0.422, -3.190], [0.104, 3.382, -1.639], [-1.540, 3.099, -2.417], [-0.028, 3.109, -3.389], [1.528, -0.114, 3.038], [2.082, -1.927, 2.482], [0.625, -2.600, 1.108], [0.649, -1.044, -1.051], [-1.205, 0.718, -2.086], [0.488, 1.727, -0.201], [1.517, 1.201, -1.318]]
}


{
  "formula": "C12H18ClNa4O16",
  "method": "ωB97M-V/def2-TZVPD",
  "gap_ev": 5.3565,
  "energy_ha": -2780.10147,
  "charge": 3,
  "elements": ["Na", "Na", "Na", "Na", "Cl", "O", "O", "O", "O", "C", "C", "O", "C", "O", "O", "H", "H", "H", "H", "C", "C", "O", "C", "O", "O", "H", "H", "H", "H", "C", "C", "O", "C", "O", "O", "H", "H", "H", "H", "C", "O", "C", "O", "O", "C", "H", "H", "H", "H", "H", "H"],
  "positions_angstrom": [[-0.675, 4.899, 8.266], [4.746, -0.453, 6.055], [-5.600, -0.416, -1.622], [-4.687, -1.922, 8.248], [-0.704, 0.127, 3.622], [-0.732, 1.403, 4.291], [-1.075, -0.873, 4.532], [-1.672, 0.125, 2.562], [0.593, -0.244, 3.232], [-0.854, -6.769, 2.129], [-2.062, -7.114, 1.268], [-1.623, -8.123, 0.372], [-0.397, -8.503, 0.688], [0.122, -9.536, 0.222], [0.179, -7.679, 1.612], [-1.105, -6.955, 3.173], [-0.752, -5.686, 2.051], [-2.367, -6.227, 0.712], [-2.934, -7.230, 1.911], [5.465, -3.929, -0.071], [4.663, -4.568, -1.215], [5.209, -3.911, -2.310], [6.444, -3.658, -2.031], [7.302, -3.361, -2.917], [6.705, -3.813, -0.682], [5.551, -4.682, 0.713], [5.014, -3.007, 0.298], [3.575, -4.526, -1.170], [4.849, -5.632, -1.358], [3.167, 5.283, -0.812], [2.810, 4.079, -1.733], [2.129, 4.709, -2.862], [1.675, 5.928, -2.449], [0.929, 6.681, -3.042], [2.119, 6.170, -1.198], [4.160, 5.731, -0.806], [3.006, 4.989, 0.225], [2.246, 3.252, -1.300], [3.754, 3.603, -1.998], [-4.171, 5.751, 0.016], [-4.947, 5.868, -1.179], [-4.812, 5.052, -2.244], [-4.049, 4.064, -2.303], [-5.609, 5.462, -3.153], [-5.805, 4.793, -4.402], [-4.393, 4.735, 0.342], [-4.505, 6.498, 0.736], [-3.162, 6.009, -0.307], [-6.299, 3.857, -4.140], [-4.936, 4.395, -4.927], [-6.486, 5.352, -5.044]]
}